Below is an isolated molecule of C27H35N5, with properties calculated with the ωB97M-V functional and the def2-TZVPD basis.

Geometry (Å):
C: -2.4271 -0.3482 2.7909
N: -2.9163 -0.3577 1.4343
C: -2.9037 0.8495 0.7222
C: -2.9281 2.0773 1.3861
C: -2.8762 3.2751 0.7001
C: -2.8163 3.2749 -0.6801
C: -2.7687 2.0657 -1.3498
C: -2.7852 0.8516 -0.6798
C: -2.6466 -0.4108 -1.4984
N: -1.6856 -1.3587 -0.9558
C: -2.0241 -2.7301 -1.2761
C: -1.0798 -3.6606 -0.5317
C: 0.3495 -3.3299 -0.9348
N: 0.5928 -1.9369 -0.6384
C: 1.9930 -1.5377 -0.7261
C: 2.4174 -0.8459 0.5482
C: 1.9298 -1.3294 1.7526
C: 2.1916 -0.6847 2.9469
C: 2.9476 0.4733 2.9373
C: 3.4627 0.9556 1.7490
C: 3.2283 0.2982 0.5418
N: 3.7273 0.7772 -0.6840
C: 4.7474 -0.0402 -1.3084
H: 5.7462 0.1720 -0.8973
H: 4.5339 -1.0937 -1.1550
H: 4.7682 0.1674 -2.3800
C: 4.0506 2.1837 -0.7611
H: 4.1306 2.4514 -1.8159
H: 5.0025 2.4396 -0.2732
H: 3.2459 2.7670 -0.3186
H: 4.0609 1.8537 1.7648
H: 3.1475 1.0008 3.8589
H: 1.7979 -1.0754 3.8740
H: 1.3028 -2.2074 1.7349
H: 2.1680 -0.8685 -1.5771
H: 2.6041 -2.4350 -0.8777
C: -0.3178 -1.0700 -1.3664
C: 0.0263 0.3697 -1.0908
C: 0.3487 1.2511 -2.1128
C: 0.6728 2.5570 -1.7849
N: 0.6990 3.0134 -0.5461
C: 0.3881 2.1715 0.4265
C: 0.0488 0.8478 0.2121
H: -0.1922 0.1835 1.0216
H: 0.4240 2.5839 1.4263
H: 0.9310 3.2747 -2.5531
H: 0.3490 0.9301 -3.1453
H: -0.2170 -1.2504 -2.4771
H: 1.0535 -3.9392 -0.3635
H: 0.4922 -3.5557 -2.0112
H: -1.1924 -3.4896 0.5385
H: -1.3123 -4.7017 -0.7593
H: -3.0546 -2.9182 -0.9674
H: -1.9485 -2.9261 -2.3651
H: -2.3830 -0.1294 -2.5340
H: -3.6168 -0.9142 -1.5543
H: -2.6873 2.0647 -2.4284
H: -2.7840 4.2027 -1.2299
H: -2.8923 4.2070 1.2453
H: -2.9995 2.0978 2.4624
C: -4.0836 -1.1953 1.2963
H: -3.8056 -2.2373 1.4644
H: -4.5101 -1.0955 0.3043
H: -4.8624 -0.9234 2.0268
H: -1.5439 0.2826 2.8643
H: -3.1745 -0.0054 3.5236
H: -2.1445 -1.3695 3.0544

Output
Total charge   0
HOMO-LUMO gap   8.3547 eV
SMILES string   CN(C)c1ccccc1CN1CCCN(Cc2ccccc2N(C)C)C1c1ccncc1
2S+1   1
LUMO energy   0.812 eV
DFT total energy   -36016.887 eV

Below is a cluster of 2 separate species, C9H22NPS in total, with properties calculated with the ωB97M-V functional and the def2-TZVPD basis.

Geometry (Å):
C: -1.5760 0.6275 -2.3927
C: 0.2999 2.2231 -2.9726
C: -1.6526 -1.4981 2.5675
C: -2.2483 0.4456 1.1569
C: 2.2018 0.4337 1.6143
C: 2.7101 -1.4058 -0.1700
C: -0.4048 1.4140 -1.7996
C: -1.0792 -0.3799 1.7351
C: 1.8521 -0.9484 1.0622
N: 0.6260 0.5797 -1.1771
P: 0.0662 -1.1049 0.4620
S: -0.1905 -2.9603 -0.0805
H: -1.4794 0.2905 -3.4159
H: -1.7781 -0.3354 -1.7652
H: -2.4183 1.2229 -2.0620
H: -0.4526 2.5751 -3.6647
H: 0.8216 1.5116 -3.5653
H: 0.9665 2.8898 -2.4792
H: -0.9016 -2.1542 2.9749
H: -2.2837 -1.0525 3.4168
H: -2.3925 -2.1489 2.1473
H: -2.8908 -0.0328 0.4100
H: -2.0308 1.5084 0.7244
H: -2.7474 0.5188 2.1595
H: 1.6777 1.2104 0.9981
H: 1.9506 0.5158 2.6521
H: 3.3000 0.3644 1.5354
H: 2.4386 -2.4702 -0.5296
H: 3.7685 -1.3326 0.0910
H: 2.2322 -0.9243 -0.9471
H: -0.8534 2.0269 -1.1265
H: -0.4877 0.1535 2.5061
H: 2.0531 -1.6304 1.9027
H: 0.9027 -0.1331 -1.9683

Output
Total charge   0
HOMO-LUMO gap (alpha / beta)   7.8612 / 7.8609 eV
2S+1   1
LUMO energy (alpha / beta)   -0.222 / -0.222 eV
DFT total energy   -31301.007 eV

Below is a structure of composition C47H31AsBiBrN6O2S2, with properties calculated with the ωB97M-V functional and the def2-TZVPD basis.

Geometry (Å):
Bi: 0.1716 0.7200 0.1897
S: -0.4521 -0.1125 2.5524
C: 1.1872 -0.6680 2.8378
C: 1.3936 -1.9530 3.3279
C: 2.6694 -2.4576 3.5280
C: 2.8333 -3.8287 3.9472
N: 2.9599 -4.9302 4.2586
C: 3.7768 -1.6418 3.2703
C: 3.5823 -0.3457 2.8004
C: 2.3042 0.1551 2.5375
S: 2.0814 1.7320 1.8011
C: 5.1259 -2.1366 3.4223
N: 6.2141 -2.5028 3.5102
H: 0.5398 -2.5807 3.5481
H: 4.4444 0.2835 2.6142
N: -8.1564 7.4329 0.3054
C: -7.2542 6.7187 0.2644
C: -6.1209 5.8205 0.2143
C: -5.3750 5.7030 -0.9566
C: -4.2920 4.8426 -0.9975
C: -3.9500 4.0862 0.1199
C: -4.7020 4.2028 1.2841
C: -5.7808 5.0696 1.3365
C: -2.7972 3.1409 0.0613
C: -3.1147 1.7834 0.0258
C: -4.4152 1.2152 -0.0862
C: -4.2490 -0.1453 -0.2320
C: -2.8539 -0.3761 -0.1997
N: -2.1781 0.7594 -0.0427
C: -1.5156 3.6976 -0.0132
C: -1.2035 5.0798 -0.1072
C: 0.1598 5.1804 -0.2817
C: 0.6557 3.8632 -0.2620
N: -0.3257 2.9727 -0.1000
H: -5.6480 6.2846 -1.8265
H: -3.7075 4.7444 -1.9050
H: -4.4328 3.6133 2.1544
H: -6.3650 5.1689 2.2424
H: -5.3451 1.7685 -0.0759
H: -5.0160 -0.8987 -0.3588
H: -2.3194 -1.3166 -0.2998
H: -1.9204 5.8871 -0.0502
H: 0.7493 6.0785 -0.3945
H: 1.6874 3.5370 -0.3484
O: 6.0655 -0.3176 -3.8522
C: 5.0409 -0.0999 -3.0036
C: 5.2059 0.0573 -1.6329
C: 4.0834 0.2777 -0.8590
N: 2.8427 0.3405 -1.3611
C: 2.7242 0.1867 -2.6654
Br: 0.9588 0.2919 -3.3666
C: 3.7646 -0.0352 -3.5444
H: 6.9000 -0.3107 -3.3757
H: 6.1887 0.0127 -1.1732
H: 4.1656 0.4231 0.2116
H: 3.6080 -0.1435 -4.6087
O: 0.2228 -1.9291 -0.0166
As: 0.2303 -3.5752 0.1603
C: -0.7726 -4.1681 1.6878
C: -1.8143 -3.3397 2.0943
C: -2.5765 -3.6801 3.2007
C: -2.2958 -4.8419 3.9087
C: -1.2592 -5.6726 3.5013
C: -0.4986 -5.3405 2.3888
C: 2.0812 -4.0943 0.1473
C: 2.8979 -3.1576 -0.4884
C: 4.2690 -3.3541 -0.5339
C: 4.8326 -4.4715 0.0743
C: 4.0203 -5.4015 0.7077
C: 2.6442 -5.2214 0.7381
C: -0.6551 -4.2972 -1.3895
C: -2.0252 -4.5335 -1.3591
C: -2.6970 -4.8320 -2.5368
C: -2.0008 -4.8910 -3.7379
C: -0.6295 -4.6618 -3.7651
C: 0.0453 -4.3616 -2.5910
H: -2.0018 -2.4127 1.5732
H: -3.3805 -3.0282 3.5184
H: -2.8806 -5.0966 4.7840
H: -1.0337 -6.5783 4.0518
H: 0.2938 -6.0055 2.0833
H: 2.4503 -2.2687 -0.9153
H: 4.9013 -2.6287 -1.0304
H: 5.9076 -4.6118 0.0630
H: 4.4564 -6.2640 1.1979
H: 2.0398 -5.9676 1.2286
H: -2.5645 -4.4926 -0.4215
H: -3.7640 -5.0200 -2.5192
H: -2.5292 -5.1152 -4.6572
H: -0.0897 -4.7133 -4.7035
H: 1.1124 -4.1784 -2.6068

Output
Total charge   0
Energy above the lowest of the compared OMol25 structures with the same formula, charge and spin   6.0 kJ/mol
HOMO-LUMO gap   6.4569 eV
2S+1   1
LUMO energy   -1.117 eV
DFT total energy   -220669.061 eV

Below is a cluster of 4 separate species, C25H52F9N4O6 in total, with properties calculated with the ωB97M-V functional and the def2-TZVPD basis.

Geometry (Å):
C: 5.2113 -1.7593 0.2645
C: 4.1313 -1.4165 -0.9604
O: 4.6469 -0.2685 -1.7252
C: 4.0224 -0.1540 -3.0523
C: 2.4141 -0.4782 -3.0915
O: 1.7674 0.3765 -4.1403
C: 0.3976 -0.0906 -4.4189
C: -0.7940 0.9233 -3.9303
C: -0.2342 2.2806 -3.1386
O: -1.3854 3.1264 -2.7827
C: -2.3736 2.3973 -1.9585
C: -2.8935 0.9792 -2.6755
C: -3.9903 0.1673 -1.7079
F: -3.1250 -0.6219 -0.7522
F: -4.7893 1.0816 -0.8528
C: -4.8611 -0.9418 -2.5410
F: -4.1873 -1.3862 -3.8160
F: -4.9030 -2.1803 -1.6774
C: -6.3717 -0.4743 -2.9681
F: -6.6473 -1.1385 -4.2974
F: -6.5373 0.9797 -3.2101
C: -7.5511 -1.0875 -1.9525
F: -8.8380 -0.4245 -2.3807
F: -7.7738 -2.5590 -2.2124
F: -7.2833 -0.8252 -0.5199
N: -1.6008 0.1577 -2.8685
H: 6.1414 -1.0555 0.1373
H: 5.5038 -2.9111 0.2599
H: 4.6568 -1.5806 1.3022
H: 3.8661 -2.3510 -1.6146
H: 3.1387 -1.0828 -0.4022
H: 4.1629 0.9414 -3.5029
H: 4.5470 -0.8957 -3.8216
H: 1.8488 -0.2266 -2.0716
H: 2.3169 -1.6346 -3.3644
H: 0.2539 -1.1489 -3.8863
H: 0.2011 -0.3129 -5.5752
H: -1.5081 1.2810 -4.8153
H: 0.5084 2.9055 -3.8199
H: 0.4048 1.9223 -2.2033
H: -3.2629 3.1491 -1.7646
H: -1.9114 2.1585 -0.8838
H: -3.3798 1.3004 -3.6966
H: -1.7853 -0.8367 -3.1258
H: -1.0136 0.2264 -1.9835
C: -4.1176 1.0995 3.9776
C: -3.4453 2.4433 4.2479
C: -4.2006 3.6452 3.6343
O: -4.0190 3.7952 2.2233
C: -4.8628 2.9718 1.4332
N: -2.0531 2.3834 3.7773
H: -3.9678 0.7505 2.9522
H: -3.7053 0.3284 4.6390
H: -5.1946 1.1552 4.1667
H: -3.4334 2.5842 5.3355
H: -3.7941 4.5607 4.0809
H: -5.2667 3.6248 3.8899
H: -5.8478 2.8308 1.8880
H: -4.3824 2.0083 1.2536
H: -4.9972 3.4575 0.4613
H: -1.5823 3.2492 4.0437
H: -2.0768 2.4277 2.7543
C: -2.4652 1.2167 9.5502
C: -2.7033 0.7719 8.1093
C: -2.9013 -0.7546 7.9598
O: -1.6914 -1.5143 8.0345
C: -1.2518 -1.7874 9.3560
N: -1.5963 1.2573 7.2712
H: -1.4554 0.9881 9.9019
H: -2.5944 2.3018 9.6393
H: -3.1804 0.7422 10.2300
H: -3.6270 1.2569 7.7712
H: -3.3049 -0.9443 6.9579
H: -3.6453 -1.1362 8.6691
H: -2.0862 -1.9404 10.0469
H: -0.6054 -0.9816 9.7086
H: -0.6513 -2.7025 9.3314
H: -1.8064 1.0383 6.2964
H: -0.7808 0.6733 7.4783
C: 9.7429 -2.6513 -6.2615
C: 8.8929 -3.2074 -5.1216
C: 7.3813 -2.9247 -5.2848
O: 6.9966 -1.5837 -4.9682
C: 7.1968 -0.6528 -6.0206
N: 9.4052 -2.6847 -3.8459
H: 9.8751 -1.5676 -6.2006
H: 10.7451 -3.0953 -6.2399
H: 9.2979 -2.8881 -7.2336
H: 9.0248 -4.2961 -5.1234
H: 6.8420 -3.5602 -4.5721
H: 7.0234 -3.2075 -6.2819
H: 7.0245 -1.0974 -7.0053
H: 8.2023 -0.2322 -5.9609
H: 6.4883 0.1706 -5.8845
H: 8.8943 -3.1311 -3.0830
H: 9.1198 -1.7030 -3.7840

Output
Total charge   +1
HOMO-LUMO gap   6.9200 eV
2S+1   1
LUMO energy   -3.602 eV
DFT total energy   -69452.013 eV

Below is a structure of composition C24H40N2O4, with properties calculated with the ωB97M-V functional and the def2-TZVPD basis.

Geometry (Å):
C: 0.1922 -3.9851 6.8648
H: 1.1664 -3.7673 6.7985
H: 0.2223 -5.1594 7.3324
C: -0.5052 -4.0625 5.4197
C: -0.6133 -2.7101 4.6490
C: -1.2314 -2.5336 3.4128
N: -2.6254 -2.8649 3.6120
C: -2.5343 -4.5362 4.0542
C: -1.8434 -4.5595 5.4189
H: -1.9917 -5.5451 5.8752
H: -2.2474 -3.8733 6.2527
H: -3.4691 -4.8173 4.1324
H: -2.2176 -5.1881 3.3074
C: -3.2920 -2.9020 2.5056
H: -4.2253 -3.6512 2.4044
C: -3.8612 -1.3015 2.3958
O: -4.5848 -1.0302 3.6070
H: -3.9491 -1.4924 4.2859
C: -4.8923 -1.4077 1.3786
O: -4.3989 -1.4483 0.0778
C: -3.5700 -0.7084 -0.6804
C: -3.1634 0.7786 -0.0882
C: -2.3242 1.4474 -0.7698
C: -1.7633 1.1393 -1.9366
C: -1.9765 -0.5412 -2.5490
C: -3.0264 -1.1659 -1.7176
H: -3.4112 -2.0559 -2.2051
H: -1.5563 -0.7318 -3.3160
O: -0.9433 1.8325 -2.7863
C: -0.6237 3.0255 -2.3064
C: 0.5936 3.4300 -3.2979
O: 0.7918 4.7770 -3.1355
H: 0.0273 5.3821 -3.1487
C: 1.6903 2.7045 -3.2829
N: 2.5260 2.7752 -4.4675
C: 3.5149 1.5123 -4.5486
C: 4.6180 1.2950 -3.8908
C: 5.4896 2.9046 -3.8268
C: 6.7697 2.6544 -3.0837
H: 7.5026 3.6322 -3.2152
H: 7.2073 1.8708 -3.2128
H: 6.5557 2.8458 -1.9731
C: 4.6515 4.0217 -3.7639
C: 3.2697 4.0252 -4.6329
H: 2.8537 4.7753 -4.3755
H: 3.5120 3.9503 -5.5390
H: 5.0760 4.8596 -3.8656
H: 4.1736 3.9430 -2.5906
H: 5.8811 2.6157 -5.0416
H: 5.2990 0.6452 -4.1123
H: 4.3531 1.2933 -2.7516
H: 2.7600 0.6087 -4.5587
H: 3.6318 1.4141 -5.6426
H: 2.2168 3.1016 -2.2439
H: 1.3639 1.6897 -2.9169
H: 0.1773 3.5237 -4.1574
H: -0.1880 2.9213 -1.4222
H: -1.3938 3.7388 -2.3765
H: -2.1513 2.3924 -0.3901
H: -3.8388 1.1660 1.0286
H: -5.4529 -0.3519 1.3335
H: -5.7736 -1.9475 1.5490
H: -3.0341 -0.8563 2.1533
H: -2.7635 -2.9609 1.4537
H: -1.3037 -1.5699 3.0330
H: -0.7249 -3.2502 2.7622
H: 0.4726 -2.1963 4.6498
H: -0.8972 -1.8949 5.6428
H: 0.0995 -4.5403 4.6593
H: -0.2971 -3.0860 7.7699

Output
Total charge   0
Energy above the lowest of the compared OMol25 structures with the same formula, charge and spin   2410.5 kJ/mol
HOMO-LUMO gap   7.5267 eV
2S+1   1
LUMO energy   0.389 eV
DFT total energy   -36682.274 eV

Below is a structure of composition C4H10NP, with properties calculated with the ωB97M-V functional and the def2-TZVPD basis.

Geometry (Å):
C: 2.6027 -0.3568 0.4356
C: -1.7806 -1.0880 -0.6219
C: -0.3686 2.1945 0.0900
C: -0.4534 -0.9970 0.2305
N: 1.8937 0.4217 -0.2573
P: 0.4886 0.1407 -0.9329
H: 3.5275 -0.0886 0.8845
H: 2.3018 -1.3821 0.5425
H: -1.7789 -1.5286 -1.6018
H: -2.5175 -1.7139 -0.1373
H: -2.1996 -0.0669 -0.6976
H: -1.1310 1.5734 0.5554
H: -0.6290 2.7864 -0.8715
H: 0.4767 2.3957 0.5942
H: 0.2322 -1.8712 0.5756
H: -0.6646 -0.4192 1.2119

Output
Total charge   0
Energy above the lowest of the compared OMol25 structures with the same formula, charge and spin   264.3 kJ/mol
HOMO-LUMO gap   8.3616 eV
2S+1   1
LUMO energy   0.487 eV
DFT total energy   -15085.559 eV